No. 1
Here is the ion C5H6NP2S4 with charge +1 at a distorted geometry from the Open Molecules 2025 dataset. Energies are from ωB97M-V/def2-TZVPD.

Lowest unoccupied orbital energy ... -0.1793 Eh
Spin multiplicity ... 1
Energy above the lowest of the compared OMol25 structures with the same formula, charge and spin ... 46.6 kJ/mol
Kohn-Sham gap ... 7.490 eV
Total charge ... +1

Each line ends with the natural charge from an NBO analysis.
Positions of all 18 atoms, in Å:
C: 1.18 -1.37 -0.18  -0.074
C: 0.61 -1.01 1.01  -0.236
C: 0.65 -0.83 -1.40  -0.204
C: -0.53 -0.19 1.01  0.122
C: -0.35 0.10 -1.31  0.072
N: -0.90 0.42 -0.08  -0.543
P: -5.29 -0.57 -0.36  0.586
P: -2.41 1.55 0.00  0.972
S: -5.39 -2.48 -0.17  -0.251
S: -3.68 -0.04 0.90  -0.369
S: -1.85 2.82 1.65  -0.211
S: -2.80 2.26 -1.76  -0.346
H: 2.01 -2.04 -0.29  0.253
H: 1.02 -1.38 1.90  0.256
H: 0.98 -0.91 -2.43  0.263
H: -1.14 0.21 1.95  0.261
H: -0.62 0.59 -2.11  0.232
H: -2.83 3.77 1.49  0.217

***

No. 2
Here is an isolated molecule of C5H6O from the Open Molecules 2025 dataset. Energies are from ωB97M-V/def2-TZVPD.

Lowest unoccupied orbital energy ... -0.0265 Eh
Spin multiplicity ... 1
Energy above the lowest of the compared OMol25 structures with the same formula, charge and spin ... 362.0 kJ/mol
Kohn-Sham gap ... 7.895 eV

Each line ends with the natural charge from an NBO analysis.
Positions of all 12 atoms, in Å:
C: -1.05 0.24 0.17  -0.507
C: -0.66 -1.19 -0.06  0.031
C: 0.68 -1.33 -0.24  -0.397
O: 0.72 1.76 -0.69  -0.693
C: 0.33 0.89 0.38  -0.044
C: 1.41 -0.15 0.17  0.026
H: -1.74 0.37 1.01  0.229
H: -1.55 0.62 -0.73  0.254
H: -1.37 -2.01 -0.07  0.210
H: 1.17 -2.23 -0.58  0.221
H: 0.37 1.41 1.35  0.183
H: 1.69 1.61 -0.71  0.487

***

No. 3
Here is an isolated molecule of C5H6O at a distorted geometry from the Open Molecules 2025 dataset. Energies are from ωB97M-V/def2-TZVPD.

Lowest unoccupied orbital energy ... 0.0386 Eh
Spin multiplicity ... 1
SMILES string ... C=C1CC=CO1
Energy above the lowest of the compared OMol25 structures with the same formula, charge and spin ... 170.4 kJ/mol
Kohn-Sham gap ... 9.415 eV

Each line ends with the natural charge from an NBO analysis.
Positions of all 12 atoms, in Å:
C: -1.04 -1.48 -0.79  -0.477
C: -0.11 -0.77 -0.25  0.296
C: -0.21 0.75 -0.10  -0.483
C: 0.98 0.97 0.76  -0.280
C: 1.64 -0.18 0.97  0.109
O: 1.01 -1.29 0.40  -0.482
H: -0.81 -2.54 -0.91  0.214
H: -2.01 -1.00 -1.16  0.220
H: -1.10 1.23 0.51  0.226
H: -0.09 1.24 -0.97  0.221
H: 1.29 1.97 1.18  0.226
H: 2.49 -0.57 1.47  0.210

***

No. 4
Here is a cluster of 2 separate species, C5H6O in total from the Open Molecules 2025 dataset. Energies are from ωB97M-V/def2-TZVPD.

Lowest unoccupied orbital energy ... 0.0270 Eh
Spin multiplicity ... 1
Energy above the lowest of the compared OMol25 structures with the same formula, charge and spin ... 396.4 kJ/mol
Kohn-Sham gap ... 9.611 eV

Each line ends with the natural charge from an NBO analysis.
Positions of all 12 atoms, in Å:
C: -1.61 -0.17 0.14  -0.513
C: -0.59 0.01 -0.81  0.258
C: 0.33 1.09 -0.66  -0.259
C: 1.36 0.53 0.04  -0.246
C: 1.02 -0.85 0.22  -0.026
O: 0.13 -1.17 -0.80  -0.482
H: -0.35 -0.56 1.01  0.154
H: -2.13 -1.13 0.17  0.228
H: -2.18 0.69 0.48  0.214
H: 0.10 2.14 -0.79  0.229
H: 2.20 1.04 0.51  0.231
H: 1.72 -1.63 0.49  0.213

***

No. 5
Here is a structure of composition C5H6O from the Open Molecules 2025 dataset. Energies are from ωB97M-V/def2-TZVPD.

Lowest unoccupied orbital energy ... 0.0247 Eh
Spin multiplicity ... 1
Energy above the lowest of the compared OMol25 structures with the same formula, charge and spin ... 417.7 kJ/mol
Kohn-Sham gap ... 9.069 eV

Each line ends with the natural charge from an NBO analysis.
Positions of all 12 atoms, in Å:
C: 0.94 0.11 1.49  -0.585
C: 0.12 0.29 0.34  -0.005
C: 0.73 -0.46 -0.68  -0.147
O: -0.27 -0.76 -1.65  -0.437
C: -1.34 -0.05 -1.25  0.184
C: -1.17 0.69 -0.12  -0.357
H: 1.11 0.90 2.22  0.207
H: 1.57 -0.84 0.38  0.241
H: 0.89 -0.88 1.94  0.232
H: 1.60 -0.03 -1.20  0.227
H: -2.24 -0.21 -1.84  0.203
H: -1.94 1.26 0.38  0.237

***

No. 6
Here is an isolated molecule of C5H6O at a distorted geometry from the Open Molecules 2025 dataset. Energies are from ωB97M-V/def2-TZVPD.

Lowest unoccupied orbital energy ... 0.0189 Eh
Spin multiplicity ... 1
SMILES string ... OC=C=C1CC1
Energy above the lowest of the compared OMol25 structures with the same formula, charge and spin ... 398.6 kJ/mol
Kohn-Sham gap ... 9.222 eV

Each line ends with the natural charge from an NBO analysis.
Positions of all 12 atoms, in Å:
O: -0.52 0.02 -2.02  -0.723
C: -0.59 1.32 -1.50  0.049
C: -0.26 1.42 -0.23  -0.116
C: 0.13 0.39 0.48  0.108
C: 1.23 -0.48 0.88  -0.452
C: -0.21 -0.76 1.31  -0.462
H: -1.11 -0.54 -1.49  0.469
H: -0.87 2.05 -2.24  0.188
H: 1.66 -1.13 0.12  0.240
H: 1.93 -0.06 1.59  0.237
H: -0.72 -1.61 0.84  0.226
H: -0.54 -0.54 2.32  0.238

***

Number 1: highest occupied orbital energy -0.455 Eh. Number 2: highest occupied orbital energy -0.317 Eh. Number 3: highest occupied orbital energy -0.307 Eh. Number 4: highest occupied orbital energy -0.326 Eh. Number 5: highest occupied orbital energy -0.309 Eh. Number 6: highest occupied orbital energy -0.320 Eh.